19
Properties=species:S:1:pos:R:3:forces:R:3 method="wB97M-V/def2-TZVPD" homo_lumo_gap_ev=10.69 e_above_lowest_kcal_mol=37.5 smiles="CC(=[NH2+])NCCN" lumo_energy_ev=-3.0 charge=+1
C 1.1511 0.8184 0.2608 -0.1149 1.4123 -1.5235
C 1.1486 1.8025 1.3488 2.9792 2.8161 1.1101
C -0.1761 -0.8158 -0.9354 -0.1495 1.8155 -2.4043
C -1.3516 -1.6514 -0.6024 1.3132 -0.8300 1.5649
N 0.0464 0.1814 0.0362 -1.6502 0.1110 2.5602
N 2.1506 0.8456 -0.6417 -1.1387 -1.7242 -0.3787
N -2.1618 -0.8481 0.2275 -2.4169 0.7771 2.8081
H 2.0157 1.7871 2.0822 -0.7539 -0.9047 -0.9207
H 1.3571 2.8899 1.0062 -0.8653 -1.7375 -0.1060
H 0.2892 1.7938 1.9595 -1.1449 -0.1057 0.3655
H -0.3662 -0.3673 -1.9203 0.0821 0.3693 0.0928
H 0.6765 -1.3737 -1.0533 2.1327 -1.6394 -0.2577
H -1.6944 -2.0484 -1.5338 -1.0319 -0.3508 -0.0797
H -0.9774 -2.4018 0.0755 0.0884 -1.1759 -0.4961
H 2.8220 1.5649 -0.5304 0.8168 0.2922 -0.1065
H 2.1090 0.2842 -1.5255 0.1754 1.0090 1.4081
H -3.1687 -0.8277 0.0296 0.7244 -0.0801 0.4182
H -0.8954 0.3006 0.6435 2.2691 -0.0425 -1.6631
H -1.9474 -1.0386 1.2692 -1.3151 -0.0116 -2.3918